Arrangement P

ORCA calculation (wB97M-V/def2-TZVPD) on a 2-piece molecular cluster, C5H14NO2 overall.

Atoms and positions in Å:
C1 1.5651 -0.3806 1.3750
O1 1.6462 -0.9976 2.6250
C2 1.3225 -1.5042 0.3840
N1 1.1602 -0.9303 -1.0002
H1 2.4906 0.1434 1.1062
H2 0.7655 0.3706 1.3235
H3 1.9475 -0.3556 3.2777
H4 2.1963 -2.1457 0.3584
H5 0.4406 -2.0896 0.6173
H6 2.0100 -0.4245 -1.2602
H7 0.3840 -0.2448 -1.0867
H8 1.0147 -1.6634 -1.6997
C3 -1.0625 0.9413 -2.2166
C4 -1.4664 1.0379 -0.9502
O2 -1.2221 2.1923 -0.2807
C5 -2.1929 -0.0199 -0.1753
H9 -1.3803 0.0925 -2.8013
H10 -0.6533 1.7857 -2.7396
H11 -1.4662 2.1144 0.6493
H12 -2.0640 -1.0018 -0.6251
H13 -1.8749 -0.0578 0.8676
H14 -3.2617 0.1939 -0.2022

The molar mass is 120.17 g/mol. As for the HOMO energy: -13.004 eV. As for the net charge: +1. The calculation puts the LUMO energy at -3.35 eV. For the HOMO-LUMO gap, the calculation gives 9.66 eV.

Arrangement Q

ORCA calculation (wB97M-V/def2-TZVPD) on a 2-piece molecular cluster, C5H14NO2 overall.

Atoms and positions in Å:
O1 -2.2049 0.8748 0.8949
C1 -1.2373 0.2023 1.1549
C2 -0.3492 -0.2185 -0.0195
C3 1.0908 0.2089 0.3098
C4 2.0974 -0.9600 0.2590
C5 1.6809 1.4335 -0.4356
N1 -0.8898 0.4978 -1.2095
H1 -0.9617 -0.0792 2.1764
H2 -0.4736 -1.2903 -0.1200
H3 1.1771 0.4968 1.3639
H4 3.1025 -0.5592 0.3972
H5 2.1730 -1.4276 -0.7264
H6 1.9795 -1.6763 1.0657
H7 1.2579 2.3610 -0.0510
H8 1.6524 1.2732 -1.5166
H9 2.7367 1.4781 -0.2042
H10 -0.7553 -0.0193 -2.0741
H11 -1.8365 0.8359 -0.9479
H12 -0.3725 1.3822 -1.2724
H13 -3.7370 -1.2830 0.8933
H14 -3.1626 -1.8009 -0.4408
O2 -2.9680 -1.7303 0.5029

The molar mass is 120.17 g/mol. As for the HOMO energy: -14.824 eV. As for the net charge: +1. The calculation puts the LUMO energy at -3.49 eV. For the HOMO-LUMO gap, the calculation gives 11.33 eV.

Which is the most stable structure? arrangement Q is the most stable.

Arrangement P

ORCA calculation (wB97M-V/def2-TZVPD) on a 2-piece molecular cluster, C2H6NO2P overall.

Atoms and positions in Å:
C1 0.9533 1.2176 -0.1017
C2 -1.9473 -1.4461 -0.0010
N1 -0.1260 1.8651 0.1586
O1 -1.7605 -0.2457 -0.2149
O2 2.6859 -0.6496 0.2718
P1 0.9742 -0.6115 0.2993
H1 -2.8956 -1.9313 0.1417
H2 -1.1803 -2.2531 0.0828
H3 -0.9320 1.4254 0.3921
H4 -0.3362 2.8547 0.0105
H5 2.9925 -1.2502 0.9556
H6 0.9486 -1.1154 -1.1224

The molar mass is 107.05 g/mol. As for the HOMO energy: -7.390 eV. As for the SMILES: NC#[PH]O.C=O. The calculation puts the LUMO energy at -0.05 eV. For the HOMO-LUMO gap, the calculation gives 7.34 eV.

Arrangement Q

ORCA calculation (wB97M-V/def2-TZVPD) on a single C2H6NO2P molecule.

Atoms and positions in Å:
C1 -1.0662 -0.1329 1.2989
O1 -1.4654 -0.5866 -0.0087
C2 -0.6162 -0.3683 -1.0261
O2 -1.0097 -0.3128 -2.1627
P1 1.2017 -0.1497 -0.6695
N1 1.6992 1.3262 -0.4541
H1 -0.4729 -0.8855 1.7889
H2 -1.9740 0.0381 1.8417
H3 -0.5400 0.8052 1.2421
H4 1.8427 -0.7771 -1.7490
H5 1.4388 -0.9607 0.4567
H6 0.9619 2.0040 -0.5582

The molar mass is 107.05 g/mol. As for the HOMO energy: -9.265 eV. As for the SMILES: COC(=O)[PH2]=N. The calculation puts the LUMO energy at 0.35 eV. For the HOMO-LUMO gap, the calculation gives 9.61 eV.

Arrangement R

ORCA calculation (wB97M-V/def2-TZVPD) on a single C2H6NO2P molecule.

Atoms and positions in Å:
C1 0.1579 1.8752 1.0771
C2 -0.2946 -1.8006 -1.1413
N1 -0.3794 -0.4693 -0.4626
O1 -1.3125 0.2662 -0.8707
O2 1.7057 -0.4099 1.2806
P1 0.9667 0.4085 0.3147
H1 0.3400 1.8113 2.1493
H2 0.6061 2.7806 0.6700
H3 -0.9009 1.8547 0.8252
H4 -1.0919 -2.4046 -0.7090
H5 -0.4716 -1.6707 -2.2052
H6 0.6744 -2.2414 -0.9282

The molar mass is 107.05 g/mol. As for the HOMO energy (alpha / beta): -8.893 / -8.633 eV. The calculation puts the LUMO energy (alpha / beta) at -1.25 / -0.28 eV. For the HOMO-LUMO gap (alpha / beta), the calculation gives 7.64 / 8.35 eV.

Arrangement S

ORCA calculation (wB97M-V/def2-TZVPD) on a 2-piece molecular cluster, C2H6NO2P overall.

Atoms and positions in Å:
C1 -1.1419 1.0525 0.7341
C2 -0.3655 -1.2495 -1.1427
N1 3.1069 1.2742 -0.1230
O1 3.8049 0.7087 0.5812
O2 0.0722 -1.3110 1.3952
P1 0.1098 -0.2974 0.3557
H1 -1.6333 1.3338 -0.2007
H2 -1.6738 0.9383 1.6523
H3 -0.6145 1.9650 0.8456
H4 -1.1215 -0.7331 -1.8067
H5 0.4579 -1.6563 -1.6504
H6 -1.0013 -2.0252 -0.6407

The molar mass is 107.05 g/mol. As for the HOMO energy (alpha / beta): -8.643 / -8.180 eV. The calculation puts the LUMO energy (alpha / beta) at -0.85 / 0.22 eV. For the HOMO-LUMO gap (alpha / beta), the calculation gives 7.79 / 8.40 eV.

Which is the most stable structure? arrangement Q is the most stable.

Arrangement P

ORCA calculation (wB97M-V/def2-TZVPD) on a single C25H29NO6 molecule.

Atoms and positions in Å:
C1 3.9894 2.0907 4.4991
H1 4.4299 1.0980 4.5337
C2 2.7704 2.1224 3.5843
C3 1.6060 1.2755 4.1004
C4 1.9137 -0.2216 4.0763
H2 2.7567 -0.4380 4.7323
H3 2.1728 -0.5288 3.0610
C5 0.7283 -1.0767 4.5573
N1 -0.4398 -0.9140 3.7336
C6 -0.9429 -1.9030 2.9780
O1 -0.5052 -3.0353 2.9464
C7 -2.1171 -1.4401 2.1124
C8 -1.5731 -0.7213 0.9104
C9 -1.2534 -1.3294 -0.2634
C10 -0.8454 -0.5157 -1.3868
C11 -0.6366 -1.0335 -2.6663
C12 -0.2734 -0.1733 -3.6859
C13 -0.1112 1.2099 -3.4282
C14 -0.3135 1.7667 -2.1780
C15 -0.6896 0.8727 -1.1720
O2 -0.8900 1.4231 0.0546
C16 -1.3247 0.6997 1.1061
O3 -1.4483 1.2718 2.1742
C17 -0.1524 3.2266 -1.9014
H4 -1.0793 3.6379 -1.5058
H5 0.6207 3.3822 -1.1508
H6 0.1176 3.7505 -2.8134
O4 0.2463 1.8629 -4.5587
C18 0.3141 0.9156 -5.5392
C19 0.0100 -0.3246 -5.0827
C20 0.0080 -1.5382 -5.9486
C21 -0.0038 -1.1083 -7.4178
H7 0.1935 -1.9720 -8.0546
C22 1.0398 -0.0214 -7.6793
H8 1.1075 0.1814 -8.7488
H9 2.0153 -0.3751 -7.3401
C23 0.6823 1.2688 -6.9346
H10 1.5191 1.9703 -6.9388
H11 -0.1630 1.7652 -7.4218
H12 -0.9926 -0.7210 -7.6718
H13 -0.8615 -2.1603 -5.7258
H14 0.9013 -2.1356 -5.7403
H15 -0.7707 -2.0822 -2.8697
C24 -1.3249 -2.8158 -0.4182
H16 -2.2631 -3.1048 -0.8926
H17 -0.5055 -3.1693 -1.0383
H18 -1.2490 -3.3068 0.5467
H19 -2.7332 -0.7478 2.6870
H20 -2.7100 -2.3040 1.8193
H21 -0.8434 0.0114 3.6526
C25 0.4366 -0.7748 6.0193
O5 1.2601 -0.7930 6.8937
O6 -0.8478 -0.4855 6.2406
H22 -0.9977 -0.3112 7.1834
H23 1.0062 -2.1386 4.4959
H24 0.7318 1.4826 3.4798
H25 1.3714 1.5782 5.1236
H26 2.4277 3.1551 3.4894
H27 3.0532 1.7764 2.5872
H28 3.7115 2.3776 5.5107
H29 4.7472 2.7843 4.1416

The molar mass is 439.51 g/mol. As for the HOMO energy: -8.182 eV. As for the SMILES: CCCC[C@H](NC(=O)Cc1c(C)c2cc3c4c(oc3c(C)c2oc1=O)CCCC4)C(=O)O. The calculation puts the LUMO energy at 0.01 eV. For the HOMO-LUMO gap, the calculation gives 8.19 eV.

Arrangement Q

ORCA calculation (wB97M-V/def2-TZVPD) on C25H29NO6 as an isolated structure.

Atoms and positions in Å:
C1 0.4216 3.4012 -0.4113
C2 1.1123 2.1718 -0.4443
C3 1.6858 1.7020 -1.5767
C4 2.4148 0.5256 -1.7629
O1 2.8638 0.2685 -2.8157
O2 2.5344 -0.2423 -0.7735
C5 2.0311 0.1022 0.3468
C6 1.7642 -0.8627 1.4398
C7 1.1315 -0.5593 2.5766
C8 0.5407 0.7074 2.8241
C9 0.4461 1.3798 1.7056
C10 1.0186 1.2182 0.4519
H1 -0.0827 2.7097 1.8895
C11 -0.0123 0.5100 4.1360
C12 0.2612 -0.5276 4.6117
O3 1.2628 -1.3305 3.6821
C13 0.1528 -0.9696 6.0101
H2 -0.6252 -1.8611 5.8606
C14 -0.5674 -0.0101 6.9358
H3 0.4627 0.6204 7.0775
C15 -1.5832 0.9166 6.0048
H4 -2.1767 0.0676 5.5908
H5 -1.9422 1.4976 6.7146
C16 -0.7119 1.4718 4.7991
H6 -0.5218 2.3427 5.1936
H7 -1.6442 1.9800 4.2800
H8 -0.8475 -0.1491 7.7507
H9 0.8403 -1.7015 6.4772
H10 2.5268 -1.8257 1.2473
C17 1.8303 2.5365 -3.0084
H11 1.3299 3.4626 -2.8865
H12 2.6632 2.6090 -3.4631
C18 0.8642 1.7877 -4.0702
C19 -0.3533 1.4189 -3.4572
O4 -1.3622 2.0246 -3.2768
N1 -0.2995 -0.1680 -2.9367
H13 0.4410 -0.4043 -3.1264
C20 -1.0560 -0.8232 -2.2749
C21 -0.9331 -2.2377 -2.2204
H14 0.1805 -2.4384 -2.0997
H15 -1.2849 -2.5917 -1.2654
C22 -1.0853 -3.1604 -3.5844
C23 -0.4707 -2.5070 -4.7878
H16 0.6330 -2.4517 -4.5630
H17 -0.8760 -1.5531 -5.0691
H18 -0.7292 -3.1053 -5.3820
C24 -0.9203 -4.3868 -3.1148
H19 -1.4706 -4.7009 -2.2043
H20 -0.0677 -4.6758 -2.9730
H21 -1.2531 -5.1666 -4.1807
H22 -2.4201 -2.9132 -3.6245
C25 -1.5757 -0.1427 -0.8395
O5 -1.4495 -0.7678 0.3262
O6 -1.8108 1.1771 -0.7791
H23 -1.8141 1.5696 -1.6445
H24 -2.0860 -0.7353 -2.7696
H25 1.3761 1.0992 -4.5943
H26 0.6208 2.5273 -4.9415
H27 0.2847 3.8884 -1.3597
H28 1.0718 3.9751 0.4544
H29 -0.7339 3.2997 -0.1050

The molar mass is 439.51 g/mol. As for the HOMO energy: -7.962 eV. The calculation puts the LUMO energy at 0.09 eV. For the HOMO-LUMO gap, the calculation gives 8.05 eV.

Which is the most stable structure? arrangement P is the most stable.

Arrangement P

ORCA calculation (wB97M-V/def2-TZVPD) on a 2-piece molecular cluster, C3H12N2O2 overall.

Atoms and positions in Å:
C1 0.1005 -1.4324 -0.5475
C2 -0.7651 -0.1865 -1.1194
O1 -0.7106 1.0130 -0.4331
N1 -0.0690 -1.6495 0.8372
C3 0.5055 -0.8844 1.8776
N2 1.4374 0.1058 1.4489
H1 1.1474 -1.3083 -0.8031
H2 -0.3194 -2.3019 -1.0594
H3 -0.3334 -0.0511 -2.1051
H4 -1.7814 -0.5807 -1.1708
H5 -0.2398 1.0108 0.4051
H6 -0.8048 -2.2683 1.1606
H7 1.0129 -1.5958 2.5306
H8 -0.2890 -0.3712 2.4314
H9 1.7796 0.1964 0.5108
H10 2.2256 0.1944 2.0671
H11 -1.0261 4.1476 -1.8562
H12 -0.6645 2.6485 -1.8656
O2 -1.2057 3.3137 -2.3092

The molar mass is 108.14 g/mol. As for the multiplicity: 2. Its expectation value of S² is 0.755. As for the HOMO energy (alpha / beta): -13.597 / -13.596 eV. As for the net charge: +1. The calculation puts the LUMO energy (alpha / beta) at -3.44 / -7.93 eV. For the HOMO-LUMO gap (alpha / beta), the calculation gives 10.16 / 5.67 eV.

Arrangement Q

ORCA calculation (wB97M-V/def2-TZVPD) on a 2-piece molecular cluster, C3H12N2O2 overall.

Atoms and positions in Å:
N1 -0.7945 0.2991 -2.1625
C1 0.1393 0.2388 -0.9539
C2 0.5093 -1.1892 -0.5690
O1 -0.5214 -2.1304 -1.1118
C3 1.4285 1.0440 -1.1835
N2 2.2502 1.2545 0.1361
H1 -1.7915 0.6295 -1.8246
H2 -0.4707 0.9583 -2.8477
H3 -0.3818 0.6210 -0.0211
H4 1.4445 -1.5553 -1.1623
H5 0.9292 -1.5567 0.3925
H6 -0.6441 -1.8200 -2.0140
H7 2.0296 0.5402 -1.9708
H8 1.1199 2.0154 -1.5109
H9 2.3974 2.3572 0.0470
H10 3.1792 0.6550 0.0168
H11 -2.9859 1.0540 4.7358
H12 -2.7756 -0.1476 5.7878
O2 -2.5664 0.2320 4.9612

The molar mass is 108.14 g/mol. As for the multiplicity: 2. Its expectation value of S² is 0.756. As for the HOMO energy (alpha / beta): -13.551 / -13.551 eV. As for the net charge: +1. The calculation puts the LUMO energy (alpha / beta) at -3.15 / -9.39 eV. For the HOMO-LUMO gap (alpha / beta), the calculation gives 10.40 / 4.17 eV.

Arrangement R

ORCA calculation (wB97M-V/def2-TZVPD) on a 2-piece molecular cluster, C3H12N2O2 overall.

Atoms and positions in Å:
C1 0.8969 -0.3548 -0.7339
N1 0.0816 0.0271 0.3951
C2 -0.0986 1.5009 0.5746
O1 -0.7987 1.8740 1.7080
C3 0.1999 -1.1630 -1.8457
N2 -0.5361 -0.2991 -2.7888
H1 1.7971 -0.8893 -0.3848
H2 1.3100 0.5681 -1.1638
H3 -0.8433 -0.4149 0.3151
H4 0.9227 1.8984 0.5904
H5 -0.6962 1.7461 -0.3093
H6 -0.4826 1.2670 2.4148
H7 1.0151 -1.5662 -2.4422
H8 -0.3806 -1.9680 -1.3823
H9 -1.2533 0.2454 -2.3230
H10 -0.9732 -0.9562 -3.4258
H11 -0.3284 -0.8207 4.2681
H12 0.3582 -0.5539 2.9283
O2 -0.1904 -0.1409 3.6053

The molar mass is 108.14 g/mol. As for the multiplicity: 2. Its expectation value of S² is 0.754. As for the HOMO energy (alpha / beta): -14.188 / -14.080 eV. As for the net charge: +1. The calculation puts the LUMO energy (alpha / beta) at -3.27 / -8.57 eV. For the HOMO-LUMO gap (alpha / beta), the calculation gives 10.92 / 5.51 eV.

Which is the most stable structure? arrangement P is the most stable.